No. 1
{
  "formula": "C17H39BNO8",
  "method": "ωB97M-V/def2-TZVPD",
  "orbital_gap_ev": 7.2,
  "charge": 1,
  "multiplicity": 1,
  "species": ["O", "O", "O", "O", "O", "O", "O", "O", "N", "C", "C", "C", "C", "C", "C", "C", "C", "C", "C", "C", "C", "C", "C", "C", "C", "C", "B", "H", "H", "H", "H", "H", "H", "H", "H", "H", "H", "H", "H", "H", "H", "H", "H", "H", "H", "H", "H", "H", "H", "H", "H", "H", "H", "H", "H", "H", "H", "H", "H", "H", "H", "H", "H", "H", "H", "H"],
  "xyz": [[-6.723, -1.893, 1.054], [4.129, -2.671, -1.465], [-4.171, -2.412, -0.553], [-6.683, -2.214, -2.256], [3.024, 5.329, 1.055], [4.434, -1.659, 0.664], [3.698, 2.971, -0.756], [4.573, 2.339, 2.066], [2.214, -1.587, -0.312], [4.951, 3.264, -0.150], [-0.104, -1.638, 0.211], [2.162, 4.700, 0.133], [-6.698, -1.364, -3.381], [0.302, -0.345, -0.514], [1.151, -2.524, 0.074], [5.373, 2.267, 0.901], [5.868, -1.697, 0.530], [4.104, 1.085, 2.496], [-4.734, -1.179, -0.130], [1.770, -0.413, -0.564], [3.384, 6.654, 0.715], [-5.042, -3.456, -0.969], [-7.080, -2.688, 2.164], [-5.488, -1.223, 1.180], [-5.713, -3.240, -2.306], [2.504, 3.238, -0.036], [3.682, -2.007, -0.373], [4.254, 6.918, 1.313], [-4.950, -3.016, -3.061], [-6.231, -3.283, 2.520], [-5.675, -0.187, 1.493], [3.498, -2.719, -2.179], [5.310, 1.264, 0.458], [2.202, 5.194, -0.844], [-0.386, -1.497, 1.246], [-7.867, -3.365, 1.841], [5.675, 3.188, -0.963], [-3.870, -0.526, 0.029], [-5.686, -1.048, -3.658], [-0.156, 0.593, -0.227], [-4.862, -1.701, 1.943], [6.419, 2.456, 1.171], [3.283, 1.255, 3.191], [-4.393, -4.328, -1.082], [2.575, 7.357, 0.938], [-7.168, -1.848, -4.243], [-0.962, -2.043, -0.313], [6.236, -2.702, 0.696], [-7.278, -0.482, -3.115], [4.880, 0.498, 3.000], [1.384, -3.021, 1.009], [-7.457, -2.076, 2.990], [0.009, -0.451, -1.570], [1.051, -3.302, -0.678], [2.495, 2.728, 0.932], [3.729, 0.516, 1.640], [1.130, 4.764, 0.505], [-6.204, -4.181, -2.588], [1.711, 2.803, -0.653], [6.177, -1.353, -0.450], [3.648, 6.737, -0.344], [2.443, 0.392, -0.831], [4.990, 4.285, 0.230], [6.274, -1.037, 1.285], [-5.775, -3.694, -0.197], [-5.343, -0.728, -0.915]],
  "mulliken_charge": [-0.28, -0.51, -0.34, -0.30, -0.31, -0.31, -0.44, -0.37, 0.05, -0.51, -0.43, -0.87, -0.78, -0.70, -0.71, -0.03, -0.76, -0.33, -0.23, -0.40, -0.78, -0.34, -0.78, -0.64, -0.55, 0.06, 0.75, 0.24, 0.33, 0.35, 0.40, 0.33, -0.09, 0.37, 0.32, 0.24, 0.42, 0.34, 0.35, 0.46, 0.34, 0.44, 0.31, 0.39, 0.33, 0.33, 0.22, 0.34, 0.24, 0.30, 0.35, 0.32, 0.32, 0.38, 0.14, -0.07, 0.40, 0.38, 0.30, 0.36, 0.36, 0.64, 0.15, 0.24, 0.13, 0.12]
}

No. 2
{
  "formula": "C4H4ErLiO2",
  "method": "ωB97M-V/def2-TZVPD",
  "orbital_gap_ev": [6.6, 6.8],
  "charge": 2,
  "multiplicity": 4,
  "species": ["Er", "O", "O", "C", "C", "C", "C", "Li", "H", "H", "H", "H"],
  "xyz": [[-2.519, -2.757, -1.184], [0.416, 1.417, -1.655], [-1.286, -1.988, 0.473], [-0.152, 0.239, 0.425], [0.148, 0.879, -0.625], [-0.309, -1.225, 0.952], [-0.609, -0.049, 1.810], [1.837, 2.069, -2.755], [0.671, -1.698, 1.096], [-1.664, 0.151, 2.017], [3.376, 2.750, -3.162], [0.091, 0.210, 2.608]],
  "mulliken_charge": [1.56, -0.73, -0.63, -0.42, 1.00, 0.05, -0.59, 0.96, 0.34, 0.22, -0.01, 0.25]
}